[1]
A cluster of 2 separate species, C2H4Cl2Si in total, computed with wB97M-V/def2-TZVPD.

Geometry as ORCA input:
```
! RIJCOSX wB97M-V def2-TZVPD def2/J DEFGRID3
* xyz 0 1
C -1.2412 -0.0711 -1.0245
C -0.7547 -0.1980 0.1605
Si 0.8769 0.5911 0.6793
Cl 2.5844 -2.3293 0.8641
Cl 1.7007 1.7987 -0.6029
H -2.2396 -0.5355 -1.3750
H -0.4634 0.4199 -1.7152
H -1.2785 -0.7675 0.9297
H 0.8154 1.0917 2.0839
*
```

Summary:
**E_HOMO**: -9.0081 eV

[2]
The ion C15H20BClNO8S with charge -1, computed with wB97M-V/def2-TZVPD.

Geometry as ORCA input:
```
! RIJCOSX wB97M-V def2-TZVPD def2/J DEFGRID3
* xyz -1 1
C -1.8093 0.4505 2.9863
C -1.1381 0.8168 1.6476
O -1.6738 2.0583 1.2017
C -1.3963 -0.3092 0.6311
C -1.1999 -0.0391 -0.8773
S -2.0098 -1.5384 -1.6905
C -3.7223 -1.3607 -1.2332
O -1.5287 -2.7833 -1.1022
O -1.9610 -1.4220 -3.1329
O -1.9186 1.0111 -1.3491
B -1.1222 1.8226 -2.3339
O -1.0010 3.1922 -1.6574
N 0.2157 3.6924 -1.5857
O 0.3012 4.5669 -0.7696
O 0.1346 1.1115 -2.4228
C 0.2923 0.1111 -1.4266
C 0.8671 -1.1105 -2.1953
C 2.3628 -1.0842 -2.3613
O 3.1614 -1.7436 -1.7801
Cl 2.9440 0.0455 -3.6285
C 1.2790 0.7479 -0.4336
C 1.9157 -0.0439 0.6941
C 2.7180 0.6663 1.5934
C 3.3224 0.0407 2.6720
C 3.1515 -1.3249 2.8766
C 2.3640 -2.0447 1.9911
C 1.7524 -1.4105 0.9138
H -1.9312 -0.6312 3.0792
H -2.7746 0.9522 3.0296
H -1.1905 0.7684 3.8275
H -0.0751 0.9249 1.8534
H -0.9977 2.7406 1.2160
H -0.7328 -1.1334 0.8923
H -2.4075 -0.6706 0.8183
H -4.2560 -2.0210 -1.9127
H -3.8424 -1.6947 -0.2058
H -4.0122 -0.3177 -1.3309
H -1.7062 1.9012 -3.3939
H 0.4221 -1.0617 -3.1872
H 0.6196 -2.0748 -1.7573
H 0.7616 1.6038 0.0020
H 2.0744 1.1771 -1.0488
H 2.8529 1.7320 1.4349
H 3.9253 0.6211 3.3598
H 3.6177 -1.8164 3.7212
H 2.2106 -3.1096 2.1214
H 1.1410 -2.0091 0.2533
*
```

Summary:
**E_HOMO**: -5.9837 eV

[3]
A cluster of 2 separate species, C3H6N2O in total, computed with wB97M-V/def2-TZVPD.

Geometry as ORCA input:
```
! RIJCOSX wB97M-V def2-TZVPD def2/J DEFGRID3
* xyz 0 1
C 1.1689 -0.3960 0.4219
C 0.8969 -0.9047 1.6643
N -0.5329 -0.8872 1.7594
C -0.9735 -0.7366 0.5202
N 0.0399 -0.4091 -0.2945
H 2.1547 0.0181 0.0465
H 1.5280 -1.0207 2.5767
H -2.0541 -0.6944 0.1206
H -0.1141 -0.3445 -1.2645
H -1.0967 2.4643 -2.0885
H -0.5066 1.2525 -1.2821
O -0.5105 1.6582 -2.1802
*
```

Summary:
**E_HOMO**: -9.1525 eV
**SMILES string**: c1c[nH]cn1.O